A cluster of 12 separate species, C50H129N7O5 in total at a distorted geometry, computed with wB97M-V/def2-TZVPD.

As for the orbital gap (spin up / spin down): 7.39 / 2.76 eV. Its LUMO energy (spin up / spin down) is -2.1 / -6.7 eV. For the HOMO energy (spin up / spin down), the calculation gives -9.46 / -9.46 eV. As for the charge: +1. As for the spin multiplicity: 2.

Structure (XYZ):
```
191
Properties=species:S:1:pos:R:3:forces:R:3
O -7.716 4.008 -26.775 -0.3 0.6 0.3
O -5.523 5.948 -23.192 0.5 -0.2 0.5
O -10.819 7.980 -26.234 1.6 -0.1 -2.1
O -1.329 5.947 -20.775 0.6 1.8 0.9
O -10.040 4.054 -20.481 0.1 0.4 -0.4
N -8.903 7.895 -17.980 -0.3 0.7 -2.0
N -7.996 2.154 -19.311 -0.4 1.2 1.2
N -1.954 3.431 -21.692 -0.2 -1.1 -0.2
N -12.725 7.839 -24.329 -0.1 -0.3 1.7
N -7.120 7.982 -29.829 0.4 0.0 -0.6
N -0.839 8.319 -25.617 -1.5 -3.2 0.6
N -5.933 11.928 -23.831 -0.1 0.9 0.7
C -9.851 2.181 -17.691 0.6 0.4 0.3
C -4.946 13.000 -24.041 -0.6 0.8 -0.1
C -7.087 12.435 -23.029 0.0 -1.7 0.5
C -2.097 7.878 -26.248 -1.3 2.2 -0.9
C -7.902 8.649 -18.807 0.3 -1.3 0.4
C -9.696 7.025 -18.845 -0.6 -0.8 0.4
C -8.657 1.399 -18.198 -0.2 0.4 0.2
C -0.602 6.367 -24.074 -0.3 -0.6 0.0
C -7.792 6.300 -23.057 -0.5 -1.8 -0.8
C -2.947 2.901 -19.501 -1.2 0.4 1.1
C 0.338 8.063 -26.460 0.4 2.0 0.2
C -5.674 7.332 -23.394 0.4 0.9 -1.1
C -7.541 8.092 -15.945 0.9 -1.1 -0.5
C -2.302 6.977 -20.647 -0.3 -0.3 -1.2
C -3.275 3.797 -22.224 -0.4 -1.1 -0.1
C -7.072 3.191 -18.745 -0.4 -0.2 0.3
C -6.685 7.817 -19.358 -0.7 1.0 0.5
C -4.075 2.580 -22.777 0.3 0.6 -0.2
C -7.306 1.295 -20.206 -0.4 -1.1 -1.3
C -1.036 2.936 -22.740 -0.2 1.0 0.1
C -5.817 8.379 -30.386 -0.5 -0.9 0.1
C -5.387 14.149 -25.034 0.6 -1.3 -0.1
C -9.895 6.871 -26.178 -1.6 1.1 0.4
C -7.172 7.626 -23.235 0.1 2.2 2.1
C -12.238 8.655 -23.195 1.4 0.1 -0.2
C -2.024 2.446 -20.596 0.4 1.0 0.9
C -2.464 8.791 -27.450 1.1 -0.4 -1.0
C -8.426 7.167 -16.830 0.1 1.9 0.8
C -7.982 11.269 -22.423 1.2 0.7 -1.1
C -7.420 6.554 -30.035 0.0 0.6 0.3
C -11.059 6.581 -18.236 0.9 0.5 -0.3
C -4.966 10.641 -25.695 -0.1 0.4 -0.5
C -0.815 7.888 -24.195 1.6 0.6 0.1
C -6.737 5.446 -23.699 -0.1 -1.5 -1.1
C -12.869 6.435 -23.886 -0.7 -0.8 -1.4
C -14.025 8.332 -24.753 -0.2 0.7 -1.0
C -10.341 3.773 -21.828 -1.4 0.1 0.2
C -8.321 0.413 -20.985 0.2 -0.3 0.6
C -6.547 7.805 -27.362 -0.5 0.1 0.0
C -5.523 9.824 -30.243 0.2 1.4 0.4
C -7.603 6.240 -31.489 0.0 -0.4 -0.9
C -7.343 8.457 -28.477 -0.6 0.5 -0.7
C -6.633 4.213 -19.721 -0.4 0.7 -1.7
C -6.820 2.938 -26.658 0.6 -0.4 -0.7
C -10.771 8.281 -22.766 -0.9 -0.3 0.1
C -6.238 11.169 -25.029 0.3 -0.3 0.4
C -13.967 9.771 -25.255 -0.1 0.0 0.2
C 1.593 8.696 -25.934 0.9 -0.5 0.8
C 0.395 3.200 -22.339 0.6 -0.5 0.5
C -13.258 5.466 -25.057 0.2 0.2 0.9
H -8.735 6.213 -23.598 -0.1 -0.1 0.3
H -13.111 9.899 -25.917 -0.2 0.0 -0.3
H -7.707 8.261 -23.941 0.6 -0.3 -0.7
H -10.363 1.724 -16.844 0.1 -0.3 -0.1
H -2.972 3.949 -19.204 0.7 0.4 -0.7
H -9.527 3.345 -22.412 0.2 0.3 0.0
H -7.825 -0.236 -21.707 0.0 0.3 -0.3
H 0.683 2.433 -21.620 0.1 0.0 0.1
H -11.205 3.110 -21.876 0.1 -0.7 0.0
H -7.902 1.298 -17.418 0.0 -0.4 0.3
H -12.259 9.711 -23.464 0.3 -0.1 -0.4
H -13.874 10.512 -24.462 -0.1 -0.1 0.1
H 0.486 6.987 -26.544 -0.4 -0.1 -0.3
H -9.092 0.428 -18.434 0.9 -0.1 -0.7
H -9.095 1.038 -21.431 0.3 0.2 -0.4
H -6.716 6.440 -32.091 0.0 0.1 0.0
H -6.762 1.843 -20.975 -0.1 0.4 0.1
H -6.559 8.150 -16.415 0.2 -0.1 -0.1
H -8.913 -0.268 -20.374 0.3 0.0 0.4
H -9.172 6.092 -19.052 0.4 -0.4 0.0
H -4.979 2.905 -23.292 -0.1 0.0 0.2
H -5.635 13.648 -25.971 -0.2 0.1 -0.2
H -10.786 4.669 -22.262 0.7 0.3 -0.3
H -5.487 8.057 -27.330 0.0 0.0 -0.3
H 1.113 3.088 -23.151 -0.1 0.2 -0.2
H -2.959 7.949 -25.584 0.5 -0.1 0.6
H -8.345 9.096 -19.697 -0.7 -0.2 0.2
H -4.382 10.064 -24.978 0.0 -0.3 -0.1
H -4.013 12.548 -24.377 -0.1 0.1 -0.3
H -9.409 3.106 -17.322 -0.8 0.5 -0.2
H -6.841 11.703 -25.763 -0.2 0.2 -0.2
H -6.987 8.193 -26.443 0.1 -0.4 0.3
H -2.724 2.456 -18.531 -0.1 -0.6 -0.2
H -6.087 3.765 -20.551 0.4 0.1 0.0
H -9.290 6.847 -16.249 0.0 0.1 0.0
H -7.283 8.221 -22.328 -0.1 0.1 0.3
H -7.252 9.543 -28.472 0.4 0.1 0.0
H -1.996 6.833 -26.541 0.3 0.0 -0.2
H -2.404 9.871 -27.320 -0.3 -0.1 0.8
H -1.043 2.366 -20.127 0.3 0.0 -0.4
H -0.366 6.178 -23.027 0.0 0.0 0.1
H -6.694 5.505 -24.786 -0.3 0.5 -0.4
H -7.870 5.885 -22.052 -0.3 0.6 0.3
H -6.802 10.300 -24.691 -0.2 0.0 -0.2
H -7.349 7.594 -14.995 -0.2 0.2 0.2
H -9.818 7.458 -19.838 -0.3 0.4 0.1
H -7.846 5.194 -31.674 0.1 -0.2 0.3
H -6.245 14.761 -24.755 0.1 -0.2 0.3
H -3.993 2.728 -19.752 -0.1 -0.4 0.1
H -8.350 6.268 -29.544 -0.1 0.5 0.3
H -1.300 3.484 -23.645 0.1 -0.1 -0.2
H -10.693 7.262 -22.388 -0.3 0.0 0.4
H -3.514 1.978 -23.492 0.2 0.2 -0.1
H -1.906 7.971 -20.441 0.6 -0.4 0.5
H -6.133 2.809 -18.345 0.0 -0.9 0.4
H 0.182 5.931 -24.694 0.2 0.4 0.1
H -5.885 3.288 -26.222 -0.2 0.1 0.5
H -4.550 14.793 -25.303 0.1 0.1 0.3
H -12.919 8.656 -22.344 -0.1 -0.6 0.4
H -1.721 8.632 -28.232 -0.1 -0.2 -0.3
H -10.406 6.112 -25.586 0.7 -0.3 0.5
H -10.023 8.253 -23.558 -0.3 0.6 -0.4
H 0.528 4.153 -21.826 -0.1 0.1 -0.2
H -5.418 10.232 -29.237 0.0 -0.4 0.4
H -3.423 8.558 -27.914 0.0 -0.2 0.4
H -6.620 12.911 -22.167 -0.1 0.3 -0.1
H -7.226 2.086 -26.114 0.1 0.0 0.2
H -12.637 5.710 -25.920 -0.1 -0.3 -0.1
H -11.953 6.006 -23.479 0.1 0.6 0.0
H -1.679 8.187 -23.602 -0.3 0.1 -0.7
H -6.667 5.927 -29.559 0.4 -0.3 -0.1
H -14.918 9.964 -25.753 0.2 0.2 -0.3
H -10.450 8.964 -21.980 0.1 0.0 0.0
H -14.807 8.272 -23.997 0.0 -0.2 0.6
H -2.754 7.108 -21.631 -0.5 0.1 -0.3
H -1.720 5.148 -21.138 -0.2 -0.9 -0.1
H -6.670 6.726 -27.459 0.1 -0.1 0.5
H -7.339 10.709 -21.745 -0.2 -0.1 0.2
H -11.371 8.078 -25.455 -0.5 -0.7 0.7
H -4.335 1.895 -21.970 -0.2 0.1 0.1
H 1.484 9.727 -25.598 -0.1 0.0 -0.2
H -6.060 5.019 -19.262 0.2 -0.2 0.0
H -13.643 6.347 -23.123 -0.1 0.1 0.4
H -6.868 4.373 -23.559 0.3 -0.1 0.7
H 0.205 8.582 -27.410 -0.7 -0.7 -0.2
H -8.421 8.376 -28.340 -0.1 -0.5 0.5
H -4.565 10.057 -30.707 -0.2 0.1 -0.4
H 0.047 8.367 -23.729 0.1 0.1 -0.1
H -10.553 2.306 -18.515 0.0 0.4 0.2
H -3.122 6.753 -19.965 0.1 -0.1 0.3
H -7.787 9.144 -15.802 -0.9 -0.3 0.0
H -6.526 0.753 -19.672 0.1 -0.7 0.1
H -4.972 7.918 -22.800 -0.3 -0.2 0.7
H -1.133 1.868 -22.938 -0.4 -0.1 -0.1
H -4.688 13.422 -23.069 -0.2 0.1 0.1
H -6.104 7.432 -18.519 0.2 -0.1 -0.2
H -8.878 11.635 -21.921 0.2 0.1 0.0
H -4.313 11.419 -26.090 0.0 0.3 0.2
H 1.997 8.109 -25.110 0.1 0.1 0.1
H -8.438 6.797 -31.914 0.1 0.2 0.1
H -5.220 10.088 -26.599 -0.1 -0.5 0.3
H -11.481 5.813 -18.884 -0.2 0.2 0.0
H 2.327 8.648 -26.739 0.1 0.2 0.1
H -8.290 10.593 -23.221 -0.2 0.0 0.0
H -6.516 2.605 -27.651 -0.1 -0.3 -0.2
H -9.439 3.367 -20.184 0.5 -0.5 0.5
H -3.123 4.606 -22.939 -0.1 -0.2 -0.4
H -10.899 6.126 -17.259 -0.1 0.0 0.0
H -9.729 6.414 -27.154 -0.1 0.4 -0.3
H -2.308 1.430 -20.867 -0.1 -0.1 -0.6
H -14.393 7.746 -25.595 0.2 -0.3 0.1
H -11.712 7.443 -18.099 -0.2 -0.1 -0.1
H -5.001 7.782 -29.978 0.4 -0.3 0.4
H -6.345 10.403 -30.663 0.2 0.1 -0.4
H -5.771 8.188 -31.458 -0.3 -0.2 0.0
H -8.574 3.670 -27.043 0.0 0.0 0.0
H -7.712 13.158 -23.553 0.0 0.1 -0.2
H -8.941 7.241 -25.802 0.1 -0.5 0.3
H -14.312 5.401 -25.328 0.0 0.7 -0.1
H -7.899 6.250 -17.095 0.5 -0.3 -0.1
H -7.495 4.680 -20.198 -0.2 0.2 0.1
H -7.542 3.770 -17.950 -0.4 -0.5 0.2
H -5.359 7.601 -24.402 0.0 -0.2 -0.7
H -6.939 7.018 -20.054 -0.3 0.0 0.2
H -6.103 8.540 -19.930 0.4 -0.1 0.1
H -13.075 4.456 -24.690 0.5 -0.1 -0.2
H -3.887 4.255 -21.447 0.1 0.0 0.2
H -1.496 5.785 -24.298 -0.2 0.3 0.0
H -7.558 9.505 -18.227 0.3 -0.2 0.1
```
Forces are in eV/Å.

=====

A structure of composition C50H31CrN8Sb, computed with wB97M-V/def2-TZVPD.

As for the orbital gap (spin up / spin down): 5.75 / 5.60 eV. Its LUMO energy (spin up / spin down) is -0.9 / -1.1 eV. For the HOMO energy (spin up / spin down), the calculation gives -6.69 / -6.72 eV. As for the spin multiplicity: 5.

Structure (XYZ):
```
91
Properties=species:S:1:pos:R:3:forces:R:3
Sb 0.246 0.658 -1.856 0.1 -0.1 0.1
Cr -0.047 -0.420 2.177 0.1 -0.1 -0.1
N -3.121 -1.322 1.110 0.2 -0.1 -0.2
N -1.901 -0.215 2.871 -0.3 0.1 -0.1
N 0.563 0.659 3.730 0.1 0.1 0.2
N -0.716 -1.500 0.614 -0.1 -0.1 0.1
N 1.845 -0.537 1.472 0.0 0.1 0.0
N -1.502 1.003 4.904 0.0 0.0 -0.1
N 2.886 0.915 3.164 0.0 -0.2 -0.3
N 1.478 -2.055 -0.433 0.0 0.0 0.1
C 0.153 3.160 -3.570 0.0 -0.1 -0.1
C -2.707 0.915 -2.446 0.0 0.0 0.0
C 1.819 -2.057 -1.879 0.1 0.0 0.1
C -1.754 -0.820 -3.799 0.0 0.0 0.0
C 1.459 2.575 7.841 0.0 0.0 0.0
C 5.415 0.374 -1.302 0.0 0.0 0.0
C 2.919 -3.143 -3.691 0.0 0.1 0.0
C 2.196 -0.927 0.229 0.0 -0.1 -0.1
C 4.983 1.223 0.917 0.0 -0.1 0.0
C 1.977 1.610 5.318 0.0 0.0 -0.1
C -3.059 -0.606 2.159 0.0 0.0 0.1
C -1.744 -4.537 -2.692 -0.1 0.0 0.0
C -1.590 0.185 -2.851 0.0 0.1 0.1
C 1.906 1.018 3.967 -0.1 0.1 0.0
C 2.584 -3.105 -2.345 0.1 0.0 0.0
C -4.576 1.260 4.872 0.0 0.0 0.0
C -0.820 -2.991 -1.111 0.0 -0.1 0.0
C 2.469 -2.134 -4.528 0.0 0.0 0.1
C -2.136 -2.733 -0.635 -0.1 -0.1 0.0
C -5.584 -0.119 2.611 0.0 0.0 0.0
C 2.812 0.312 1.918 0.1 0.0 0.3
C 3.036 2.101 6.057 0.0 0.0 0.0
C 2.317 2.139 -3.715 0.0 0.0 0.1
C 0.686 1.608 5.824 -0.1 0.0 0.0
C 1.706 -1.087 -4.016 0.0 0.0 0.0
C -0.003 -2.187 -0.298 0.1 0.1 -0.2
C -0.183 1.034 4.776 0.0 0.1 0.0
C 1.004 2.099 -3.256 -0.1 0.1 -0.1
C 3.427 -0.372 -0.172 0.0 0.0 -0.1
C -0.642 -3.929 -2.166 0.0 0.0 0.0
C 1.901 4.238 -4.818 0.0 0.0 0.0
C -4.106 -0.326 -3.953 0.0 0.0 0.0
C -5.939 1.212 4.612 0.0 0.0 0.0
C 5.771 1.190 -0.192 0.0 0.0 -0.1
C 1.369 -1.016 -2.667 0.0 0.0 -0.2
C -3.738 0.609 3.984 0.1 0.0 0.1
C 3.809 0.437 0.940 0.1 0.2 0.0
C -2.269 0.485 3.947 0.0 0.0 0.1
C -4.228 -0.064 2.876 0.1 0.0 -0.1
C 0.593 4.218 -4.352 0.0 0.0 0.0
C -6.435 0.530 3.498 0.0 0.0 0.0
C -2.028 -1.818 0.425 -0.2 0.2 0.1
C -3.258 -3.373 -1.204 0.0 0.0 0.0
C 4.286 -0.392 -1.314 0.0 0.0 0.1
C 0.399 2.087 7.088 0.0 0.0 0.0
C -3.058 -4.261 -2.219 0.1 0.0 0.0
C -3.004 -1.072 -4.348 0.0 0.0 0.0
C -3.958 0.667 -2.997 0.0 0.0 0.0
C 2.758 2.585 7.330 0.0 0.0 0.0
C 2.762 3.200 -4.495 0.0 0.0 0.0
H -4.816 1.240 -2.667 0.0 0.0 0.0
H 4.076 -0.994 -2.185 0.0 0.0 0.0
H -4.176 1.784 5.730 0.0 0.0 0.0
H 3.786 3.217 -4.845 0.0 0.0 0.0
H 1.278 2.955 8.838 0.0 0.0 0.0
H 6.062 0.359 -2.171 0.0 0.0 0.0
H 1.371 -0.303 -4.686 0.0 0.0 0.0
H -0.916 -1.433 -4.107 0.0 0.0 0.0
H -0.874 3.160 -3.217 0.0 0.0 0.0
H -2.614 1.677 -1.678 0.0 0.0 0.0
H 5.227 1.836 1.775 0.0 0.0 0.0
H -3.117 -1.863 -5.079 0.0 0.0 0.0
H 2.922 -3.884 -1.670 0.0 0.0 0.0
H 3.016 1.353 -3.453 0.0 0.0 0.0
H -5.957 -0.647 1.744 0.0 0.0 0.0
H 0.336 -4.173 -2.555 0.0 0.0 0.0
H -6.631 1.711 5.278 0.0 0.0 0.0
H -5.080 -0.527 -4.380 0.0 0.0 0.0
H 4.040 2.104 5.652 0.0 0.0 0.0
H -4.247 -3.152 -0.827 0.0 0.0 0.0
H -0.614 2.075 7.469 0.0 0.0 0.0
H 2.249 5.065 -5.423 0.0 0.0 0.0
H 1.885 -2.916 -0.055 0.0 0.0 0.0
H 3.562 2.977 7.940 0.0 0.0 0.0
H -1.615 -5.256 -3.493 0.0 0.0 0.0
H -3.900 -4.766 -2.673 0.0 0.0 0.0
H 2.710 -2.155 -5.583 0.0 0.0 0.0
H -7.503 0.509 3.324 0.0 0.0 0.0
H -0.083 5.029 -4.594 0.0 0.0 0.0
H 3.520 -3.955 -4.077 0.0 0.0 0.0
H 6.673 1.785 -0.240 0.0 0.0 0.0
```
Forces are in eV/Å.